## one
A 2-piece molecular cluster, HNO4S overall. Source: the Open Molecules 2025 dataset; level of theory: ωB97M-V/def2-TZVPD.

ORCA input file:
```
! RIJCOSX wB97M-V def2-TZVPD def2/J DEFGRID3
* xyz 0 1
N 0.27730 -0.51261 -0.60456
O 0.87469 -0.73547 0.45264
O -0.53890 0.20165 -2.85592
O 0.12178 0.57243 1.92107
O -0.55787 1.45388 1.26771
S 0.34540 -0.65097 -2.11700
H -0.52240 -0.32891 1.93607
*
```

HOMO level (alpha / beta)	-10.19 / -10.00	eV

Charges per atom according to Mulliken partitioning, unit e:
1 N 0.393
2 O -0.389
3 O -0.415
4 O -0.166
5 O -0.213
6 S 0.386
7 H 0.404

## two
The molecule HNO4S. Source: the Open Molecules 2025 dataset; level of theory: ωB97M-V/def2-TZVPD.

ORCA input file:
```
! RIJCOSX wB97M-V def2-TZVPD def2/J DEFGRID3
* xyz 0 1
N 0.02519 0.43759 0.23467
O -0.16837 1.39177 -0.51482
O 0.26507 -0.63097 2.60945
O -0.41481 -0.82900 -1.66636
O 0.15276 -0.85267 -0.40949
S 0.06847 0.61396 1.85978
H 0.07169 -0.13068 -2.11323
*
```

HOMO level (alpha / beta)	-9.45 / -9.44	eV

Charges per atom according to Mulliken partitioning, unit e:
1 N 0.719
2 O -0.634
3 O -0.450
4 O -0.277
5 O -0.132
6 S 0.418
7 H 0.356

What should be chosen as the most stable of them? Choose two.

## one
An isolated ion of composition C2H8N2P and charge +1. Source: the Open Molecules 2025 dataset; level of theory: ωB97M-V/def2-TZVPD.

ORCA input file:
```
! RIJCOSX wB97M-V def2-TZVPD def2/J DEFGRID3
* xyz 1 1
C 0.67280 -0.69773 1.34363
N -0.09152 0.07182 0.73286
P -1.72171 0.86092 1.23191
C 0.02152 0.17339 -0.91922
N 0.62579 -0.93138 -1.52879
H 1.41860 -1.08273 0.63522
H 0.59596 -0.94028 2.41377
H -1.72634 1.73355 0.08063
H -1.22852 1.79120 2.14535
H -1.01752 0.39810 -1.21067
H 0.69518 1.03825 -1.08307
H 1.55731 -0.71487 -1.93578
H 0.19847 -1.70024 -1.90584
*
```

HOMO level	-14.76	eV
SMILES	C=[N+](P)CN

Charges per atom according to Mulliken partitioning, unit e:
1 C -0.187
2 N -0.038
3 P 0.026
4 C -0.420
5 N -0.421
6 H 0.310
7 H 0.299
8 H 0.124
9 H 0.136
10 H 0.403
11 H 0.334
12 H 0.253
13 H 0.180

## two
An isolated ion of composition C2H8N2P and charge +1. Source: the Open Molecules 2025 dataset; level of theory: ωB97M-V/def2-TZVPD.

ORCA input file:
```
! RIJCOSX wB97M-V def2-TZVPD def2/J DEFGRID3
* xyz 1 1
C -0.11029 1.35204 -0.27270
N -0.52773 0.17649 -0.02065
P -2.14333 -0.32613 0.49163
C 0.77047 -0.92373 -0.04780
N 1.82751 -0.32149 0.54817
H 0.78951 1.78839 -0.52999
H -0.87811 2.02424 -0.31029
H -2.54801 -1.15850 -0.60650
H -2.84047 0.82897 -0.02190
H 0.26864 -1.61357 0.58341
H 0.80863 -1.30188 -1.07913
H 2.37216 0.11288 -0.14545
H 2.21103 -0.63772 1.41118
*
```

HOMO level	-14.64	eV
SMILES	C=[N+](P)CN

Charges per atom according to Mulliken partitioning, unit e:
1 C -0.092
2 N -0.051
3 P 0.003
4 C -0.422
5 N -0.375
6 H 0.304
7 H 0.224
8 H 0.141
9 H 0.100
10 H 0.400
11 H 0.293
12 H 0.251
13 H 0.225

What should be chosen as the most stable of them? Choose one.

## one
A 2-piece molecular cluster, C4H11N3O2 overall. Source: the Open Molecules 2025 dataset; level of theory: ωB97M-V/def2-TZVPD.

ORCA input file:
```
! RIJCOSX wB97M-V def2-TZVPD def2/J DEFGRID3
* xyz 1 2
C 1.66088 -0.54863 -0.23263
C 0.57976 0.22800 1.81487
N 0.87154 -0.68986 0.94502
N -0.22384 1.28714 1.64944
N 1.00490 -0.03880 3.14454
H 0.04750 1.35960 -2.25735
H 1.11328 -1.11586 -1.02911
H 2.74469 -0.78967 -0.06325
H -0.26627 1.83977 0.82088
H -0.32138 1.96723 2.38911
H 1.32376 -1.05738 3.20751
H 0.38399 0.19523 3.90817
H 1.84749 0.54624 -0.46113
C -2.06685 -0.62781 -1.04481
C -1.00728 -0.17114 -1.95543
O -0.13287 0.85043 -1.43939
O -0.67356 -0.59321 -3.02265
H -1.69752 -0.80907 -0.04301
H -2.44552 -1.65554 -1.32632
H -2.96779 -0.05571 -1.24477
*
```

HOMO level (alpha / beta)	-14.07 / -14.07	eV

Charges per atom according to Mulliken partitioning, unit e:
1 C -0.614
2 C 0.521
3 N -0.160
4 N -0.310
5 N -0.472
6 H 0.307
7 H 0.248
8 H 0.365
9 H 0.244
10 H 0.281
11 H 0.303
12 H 0.278
13 H 0.308
14 C -0.869
15 C 0.633
16 O -0.421
17 O -0.496
18 H 0.196
19 H 0.334
20 H 0.324

## two
A 2-piece molecular cluster, C4H11N3O2 overall. Source: the Open Molecules 2025 dataset; level of theory: ωB97M-V/def2-TZVPD.

ORCA input file:
```
! RIJCOSX wB97M-V def2-TZVPD def2/J DEFGRID3
* xyz 1 2
C -1.54813 0.10841 1.48639
C -1.78853 1.73626 -0.31569
N -1.61732 2.98277 0.00438
N -0.89645 0.80630 0.40173
N -2.44031 1.19271 -1.42312
H 0.36283 -0.68831 0.31575
H -2.18782 3.50788 -0.52004
H -0.04006 1.22602 0.71468
H -2.11960 0.26414 -1.54444
H -3.37770 1.13062 -1.68329
H -1.52499 -0.94092 1.27622
H -2.52059 0.50358 1.53691
H -1.13976 0.44149 2.57627
C 3.41027 -2.24306 -0.47156
C 2.49543 -1.12047 -0.33981
O 1.30583 -1.33231 0.51098
O 2.73213 0.01677 -0.74192
H 3.00695 -2.95204 -1.17434
H 3.56141 -2.78074 0.48918
H 4.32641 -1.85910 -1.09826
*
```

HOMO level (alpha / beta)	-13.44 / -13.42	eV

Charges per atom according to Mulliken partitioning, unit e:
1 C -0.861
2 C 0.366
3 N -0.368
4 N -0.210
5 N -0.336
6 H 0.426
7 H 0.305
8 H 0.330
9 H 0.276
10 H 0.272
11 H 0.378
12 H 0.408
13 H 0.316
14 C -0.892
15 C 0.725
16 O -0.505
17 O -0.513
18 H 0.292
19 H 0.307
20 H 0.285

What should be chosen as the most stable of them? Choose one.

## one
A 2-piece molecular cluster, C5H12 overall. Source: the Open Molecules 2025 dataset; level of theory: ωB97M-V/def2-TZVPD.

ORCA input file:
```
! RIJCOSX wB97M-V def2-TZVPD def2/J DEFGRID3
* xyz 0 1
C -1.72727 -0.03056 2.01619
C -1.08429 -1.16223 1.68030
H -1.86922 0.77380 1.30424
H -1.91494 0.09456 3.07141
H -1.22951 -1.64637 0.72307
H -0.28866 -1.57892 2.29239
C -0.38141 -0.01635 -1.33575
C 1.16368 -0.14422 -1.18253
C 1.83354 1.19042 -0.90749
H -0.93905 -0.12078 -0.41372
H -0.65963 0.91938 -1.82339
H -0.72174 -0.83706 -1.97178
H 1.26821 -0.81422 -0.32398
H 1.46040 -0.70313 -2.06063
H 1.99421 1.36613 0.15352
H 1.35777 2.02243 -1.41801
H 2.84138 1.16498 -1.32363
*
```

HOMO level	-9.28	eV
SMILES	C=C.CCC

Charges per atom according to Mulliken partitioning, unit e:
1 C -0.444
2 C -0.598
3 H 0.199
4 H 0.259
5 H 0.373
6 H 0.251
7 C -0.729
8 C -0.066
9 C -1.098
10 H -0.247
11 H 0.395
12 H 0.298
13 H 0.162
14 H 0.334
15 H 0.286
16 H 0.320
17 H 0.307

## two
C5H12 as an isolated structure. Source: the Open Molecules 2025 dataset; level of theory: ωB97M-V/def2-TZVPD.

ORCA input file:
```
! RIJCOSX wB97M-V def2-TZVPD def2/J DEFGRID3
* xyz 0 1
C 1.76343 -0.26638 -1.43516
C 1.45588 0.31067 0.05409
C -1.69783 0.82513 0.21700
C -2.87369 0.16298 0.93680
C 1.78948 -0.99445 0.34929
H 1.74439 0.59339 -2.10085
H 2.73857 -0.72909 -1.65411
H 2.18365 1.06163 0.35737
H -1.04084 0.03186 -0.12085
H -1.99223 1.40465 -0.65692
H -1.11969 1.49323 0.85254
H -2.49362 -0.52909 1.69223
H -3.59079 0.86059 1.36569
H -3.39414 -0.49565 0.23862
H 1.03315 -0.94089 -1.87177
H 2.79836 -1.43031 0.35678
H 1.07039 -1.78981 0.14346
*
```

HOMO level	-7.59	eV

Charges per atom according to Mulliken partitioning, unit e:
1 C -1.076
2 C -0.284
3 C -0.520
4 C -0.945
5 C -0.460
6 H 0.326
7 H 0.346
8 H 0.208
9 H 0.031
10 H 0.298
11 H 0.264
12 H 0.286
13 H 0.300
14 H 0.270
15 H 0.342
16 H 0.387
17 H 0.227

## three
A 2-piece molecular cluster, C5H12 overall. Source: the Open Molecules 2025 dataset; level of theory: ωB97M-V/def2-TZVPD.

ORCA input file:
```
! RIJCOSX wB97M-V def2-TZVPD def2/J DEFGRID3
* xyz 0 1
C -2.57383 1.42782 -0.87886
C -1.36383 1.43235 -1.42274
C -0.21636 2.29475 -1.03729
H -3.21017 0.48110 -1.05500
H -3.05505 2.18805 -0.33829
H -1.07974 0.67488 -2.13330
H 0.48113 2.59075 -1.82029
H -0.45566 3.15331 -0.33040
H 0.33626 1.50912 -0.46135
C 1.40808 -2.72144 0.96438
C 1.47838 -1.20427 1.36851
H 1.49401 -3.34129 1.80200
H 2.24901 -2.92274 0.29793
H 0.35074 -2.92400 0.56410
H 2.36795 -1.01180 1.87101
H 1.12001 -0.55253 0.60794
H 0.66909 -1.07405 2.00166
*
```

HOMO level	-9.42	eV
SMILES	C=CC.CC

Charges per atom according to Mulliken partitioning, unit e:
1 C -0.695
2 C -0.023
3 C -0.511
4 H 0.175
5 H 0.311
6 H 0.289
7 H 0.280
8 H 0.279
9 H -0.102
10 C -0.813
11 C -0.763
12 H 0.300
13 H 0.256
14 H 0.251
15 H 0.364
16 H 0.082
17 H 0.320

## four
A 2-piece molecular cluster, C5H12 overall. Source: the Open Molecules 2025 dataset; level of theory: ωB97M-V/def2-TZVPD.

ORCA input file:
```
! RIJCOSX wB97M-V def2-TZVPD def2/J DEFGRID3
* xyz 0 1
C -0.79712 2.62150 2.64921
C -0.52794 3.06153 1.42255
H -0.04118 3.04755 3.36263
H -1.38930 1.70329 2.77704
H 0.16252 3.81727 1.20926
H -1.08581 3.03896 0.51316
C 1.19785 -2.52199 -1.34819
C 0.02752 -1.91752 -0.66456
C -0.28530 -0.48525 -1.09878
H 1.19751 -3.64428 -1.54931
H 1.34742 -2.01242 -2.35447
H 2.09298 -2.09830 -0.88428
H -0.89582 -2.46904 -0.80794
H 0.10412 -1.81303 0.41924
H -1.05120 -0.06197 -0.49717
H -0.58973 -0.45211 -2.17874
H 0.53347 0.18581 -0.96965
*
```

HOMO level	-10.20	eV
SMILES	C=C.CCC

Charges per atom according to Mulliken partitioning, unit e:
1 C -0.431
2 C -0.578
3 H 0.204
4 H 0.264
5 H 0.242
6 H 0.300
7 C -1.006
8 C -0.155
9 C -1.243
10 H 0.283
11 H 0.273
12 H 0.289
13 H 0.255
14 H 0.274
15 H 0.362
16 H 0.326
17 H 0.341

What should be chosen as the most stable of them? Choose three.

## one
A 2-piece molecular cluster, C5H12 overall. Source: the Open Molecules 2025 dataset; level of theory: ωB97M-V/def2-TZVPD.

ORCA input file:
```
! RIJCOSX wB97M-V def2-TZVPD def2/J DEFGRID3
* xyz 0 1
C -1.00366 1.03042 -1.50414
C 0.34596 0.96491 -0.79683
C 0.87960 -0.37758 -0.50551
C -1.27662 -1.20114 1.27131
C 1.93439 -0.36893 0.54743
H -1.81045 0.78105 -0.80602
H -1.19820 2.03274 -1.89968
H -1.03624 0.30874 -2.32539
H 0.42469 1.70575 0.01907
H 1.14833 1.24923 -1.51473
H -0.66041 -1.30569 0.36929
H -0.96749 -1.96016 1.99439
H -1.15828 -0.20673 1.71466
H -2.32035 -1.35405 0.99000
H 2.14860 0.57495 1.07679
H 1.68912 -1.14221 1.28740
H 2.86100 -0.73129 0.08196
*
```

HOMO level	-8.12	eV

Charges per atom according to Mulliken partitioning, unit e:
1 C -1.144
2 C -0.313
3 C -0.313
4 C -1.101
5 C -0.866
6 H 0.289
7 H 0.369
8 H 0.304
9 H 0.346
10 H 0.297
11 H 0.293
12 H 0.324
13 H 0.268
14 H 0.314
15 H 0.307
16 H 0.270
17 H 0.354

## two
The molecule C5H12. Source: the Open Molecules 2025 dataset; level of theory: ωB97M-V/def2-TZVPD.

ORCA input file:
```
! RIJCOSX wB97M-V def2-TZVPD def2/J DEFGRID3
* xyz 0 1
C -0.70153 1.38141 1.36426
C -0.75075 -0.13485 1.09100
C 0.54666 -0.71466 0.53963
C 1.05531 -0.45262 -0.85130
C 0.06327 -0.55679 -1.96527
H -0.26631 1.56262 2.25692
H -0.02177 1.96900 0.74859
H -1.72166 1.77536 1.33323
H -1.01300 -0.65585 2.03075
H -1.45096 -0.22489 0.19524
H 1.29759 -0.28337 1.22779
H 0.42786 -1.86139 0.62680
H 1.49897 0.78556 -0.77014
H 1.97581 -0.97851 -1.07627
H -0.83035 -0.03239 -1.54656
H 0.27330 -0.07346 -2.92644
H -0.38243 -1.50516 -2.27823
*
```

HOMO level	-10.29	eV
SMILES	CCCCC

Charges per atom according to Mulliken partitioning, unit e:
1 C -1.323
2 C -0.231
3 C -0.601
4 C -0.170
5 C -1.068
6 H 0.478
7 H 0.310
8 H 0.308
9 H 0.296
10 H 0.202
11 H 0.276
12 H 0.252
13 H 0.137
14 H 0.331
15 H 0.175
16 H 0.325
17 H 0.303

What should be chosen as the most stable of them? Choose two.